# 1
One molecule with the formula C2H3NO3 in a non-equilibrium geometry, computed with ωB97M-V/def2-TZVPD.

For the HOMO energy, the calculation gives -10.39 eV. Its LUMO energy is 0.023 eV. The value obtained for the energy relative to the best compared isomer or geometry (same formula, charge and spin) is 3.864 eV. As for the SMILES: O=CN(O)C=O. As for the orbital gap: 10.4166 eV. Its max |F| is 4.215 eV/A.

CARTESIAN COORDINATES (ANGSTROEM)
C: 0.8718 -1.0924 -0.1014
C: 0.0027 1.3284 -0.1501
H: -1.8347 -0.3956 1.0215
H: 0.5342 -2.1505 -0.1732
H: -1.0162 1.7464 -0.5382
N: -0.1146 -0.0390 -0.1787
O: -1.5610 -0.5409 -0.0041
O: 2.0802 -0.8094 0.0304
O: 1.0376 1.9530 0.0938

=====

# 2
One molecule with the formula C2H3NO3 in a non-equilibrium geometry, computed with ωB97M-V/def2-TZVPD.

For the HOMO energy, the calculation gives -10.10 eV. Its LUMO energy is 0.578 eV. The value obtained for the energy relative to the best compared isomer or geometry (same formula, charge and spin) is 4.574 eV. As for the SMILES: O=C1NOCO1. As for the orbital gap: 10.6775 eV. Its max |F| is 7.654 eV/A.

CARTESIAN COORDINATES (ANGSTROEM)
C: -0.7768 -0.0377 0.1715
C: 1.4236 -0.6509 0.0512
H: -0.5855 1.9780 -0.3264
H: 2.0594 -1.0757 -0.9445
H: 2.0187 -0.5705 1.0261
N: -0.1184 1.2193 0.3351
O: -1.9968 -0.2916 -0.2032
O: 1.1209 0.7527 -0.3315
O: 0.0578 -1.0531 0.1050

=====

# 3
One molecule with the formula C2H3NO3 in a non-equilibrium geometry, computed with ωB97M-V/def2-TZVPD.

For the HOMO energy, the calculation gives -10.13 eV. Its LUMO energy is 0.408 eV. The value obtained for the energy relative to the best compared isomer or geometry (same formula, charge and spin) is 4.378 eV. As for the SMILES: O=C=NOCO. As for the orbital gap: 10.5395 eV. Its max |F| is 3.194 eV/A.

CARTESIAN COORDINATES (ANGSTROEM)
C: -0.0526 0.4603 -0.0171
C: 1.5849 -0.3141 3.0192
N: 0.8695 -0.1727 2.0641
O: 2.0050 -0.5322 4.0618
O: 0.8002 0.7710 1.0392
O: 0.5379 -0.3506 -0.9794
H: -0.2927 1.6586 -0.2372
H: -0.9939 -0.0424 0.1521
H: 1.5210 -0.4207 -0.8065

=====

# 4
One molecule with the formula C2H3NO3 in a non-equilibrium geometry, computed with ωB97M-V/def2-TZVPD.

For the HOMO energy (spin up / spin down), the calculation gives -9.75 / -9.18 eV. Its LUMO energy (spin up / spin down) is -1.471 / -1.380 eV. The value obtained for the energy relative to the best compared isomer or geometry (same formula, charge and spin) is 6.715 eV. As for the SMILES: C=C(O)[N+](=O)[O-]. As for the orbital gap (spin up / spin down): 8.2832 / 7.7964 eV. Its max |F| is 9.681 eV/A.

CARTESIAN COORDINATES (ANGSTROEM)
C: -0.8223 -0.2885 0.0608
C: 0.6568 0.3123 -0.3451
N: 0.8181 1.0807 -1.4898
O: -0.0408 1.2571 -2.3305
O: 1.9183 1.6460 -1.5160
O: 1.5981 0.4494 0.5421
H: -0.7882 -0.7048 1.0580
H: -1.4381 -0.1120 -0.7146
H: 2.2579 0.9969 0.0347

=====

# 5
C2H3NO3 as an isolated structure in a non-equilibrium geometry, computed with ωB97M-V/def2-TZVPD.

For the HOMO energy (spin up / spin down), the calculation gives -10.05 / -8.81 eV. Its LUMO energy (spin up / spin down) is -1.050 / -0.941 eV. The value obtained for the energy relative to the best compared isomer or geometry (same formula, charge and spin) is 8.836 eV. As for the orbital gap (spin up / spin down): 8.9972 / 7.8692 eV. Its max |F| is 6.222 eV/A.

CARTESIAN COORDINATES (ANGSTROEM)
C: -0.8210 -0.6941 -0.2655
C: 0.8620 0.3316 -0.0291
N: 2.0905 -0.3840 -0.0714
O: 2.0858 -1.5827 -0.0533
O: 3.0919 0.3050 -0.0237
O: 0.8885 1.6345 -0.1766
H: -1.7442 -0.1279 -0.1578
H: -0.4045 -1.7152 -0.2384
H: 1.7646 2.0002 -0.1492

=====

# 6
One molecule with the formula C2H3NO3S in a non-equilibrium geometry, computed with ωB97M-V/def2-TZVPD.

For the HOMO energy (spin up / spin down), the calculation gives -11.01 / -11.01 eV. Its LUMO energy (spin up / spin down) is -1.779 / -1.780 eV. The value obtained for the energy relative to the best compared isomer or geometry (same formula, charge and spin) is 3.391 eV. As for the orbital gap (spin up / spin down): 9.2299 / 9.2293 eV. Its max |F| is 3.227 eV/A.

CARTESIAN COORDINATES (ANGSTROEM)
C: 0.2042 0.2792 1.3063
C: 0.1042 -0.7779 0.2939
N: -0.0867 1.4694 1.1474
O: 1.0713 0.4097 -1.8366
O: -1.2431 -0.3786 -2.0197
O: -0.7713 1.5145 -0.5873
S: -0.2069 0.2115 -1.2338
H: 0.5938 0.0454 2.3008
H: 1.0451 -1.3023 0.1523
H: -0.7107 -1.4711 0.4766

=====

# 7
C2H3NO3S as an isolated structure in a non-equilibrium geometry, computed with ωB97M-V/def2-TZVPD.

For the HOMO energy, the calculation gives -8.65 eV. Its LUMO energy is 0.023 eV. The value obtained for the energy relative to the best compared isomer or geometry (same formula, charge and spin) is 4.271 eV. As for the orbital gap: 8.6778 eV. Its max |F| is 3.839 eV/A.

CARTESIAN COORDINATES (ANGSTROEM)
C: 0.6625 1.1547 -1.4857
C: 0.1934 0.2192 -0.6680
N: -0.2358 -0.9658 -0.5224
O: -3.1319 2.4088 0.4892
O: -2.3345 0.1673 0.9881
O: -0.4193 1.3618 -0.2831
S: -2.6303 1.1347 -0.0091
H: 1.5667 1.6831 -1.5286
H: -0.9659 -1.1091 0.1641
H: 0.1796 -1.7678 -0.7883

=====

# 8
One molecule with the formula C2H3NO3S in a non-equilibrium geometry, computed with ωB97M-V/def2-TZVPD.

For the HOMO energy (spin up / spin down), the calculation gives -6.61 / -11.70 eV. Its LUMO energy (spin up / spin down) is 0.617 / -3.941 eV. The value obtained for the energy relative to the best compared isomer or geometry (same formula, charge and spin) is 3.274 eV. As for the orbital gap (spin up / spin down): 7.2271 / 7.7567 eV. Its max |F| is 15.447 eV/A. As for the expectation value of S²: 2.0069. The spin multiplicity is 3.

CARTESIAN COORDINATES (ANGSTROEM)
C: -0.8872 -0.8380 -0.4538
C: 0.5418 -0.5319 -0.4514
N: -1.6020 -0.3531 0.4196
O: 1.5068 1.1324 1.4034
O: 0.1569 2.1562 -0.3259
O: -0.8549 0.5181 1.2281
S: 0.4662 1.0021 0.4466
H: -1.3929 -1.5929 -1.2233
H: 1.0595 -1.0940 0.3243
H: 1.0058 -0.3989 -1.3675

=====

# 9
A 2-piece molecular cluster, C2H3NO4S overall in a non-equilibrium geometry, computed with ωB97M-V/def2-TZVPD.

For the HOMO energy, the calculation gives -0.83 eV. Its LUMO energy is 6.497 eV. Its net charge is -2. The value obtained for the energy relative to the best compared isomer or geometry (same formula, charge and spin) is 0.368 eV. As for the orbital gap: 7.3260 eV. Its max |F| is 2.673 eV/A.

CARTESIAN COORDINATES (ANGSTROEM)
C: -2.1788 0.4603 -0.0553
C: -1.5235 -0.9148 0.2442
N: -2.8163 -0.8058 0.0689
O: -3.9810 -1.3918 -0.0765
O: 3.1942 1.2742 -0.8234
O: 3.4855 0.2410 1.3634
O: 3.5795 -1.1345 -0.6847
S: 3.0124 0.0817 -0.0299
H: -2.4056 1.0850 0.7687
H: -2.0515 1.0700 -0.9217
H: 1.6852 0.0346 0.1463

=====

# 10
C2H3NO5 as an isolated structure in a non-equilibrium geometry, computed with ωB97M-V/def2-TZVPD.

For the HOMO energy, the calculation gives -10.10 eV. Its LUMO energy is -0.389 eV. The value obtained for the energy relative to the best compared isomer or geometry (same formula, charge and spin) is 0.451 eV. As for the orbital gap: 9.7146 eV. Its max |F| is 2.394 eV/A.

CARTESIAN COORDINATES (ANGSTROEM)
N: 0.9572 0.5939 0.3062
C: 0.0764 -1.0744 -0.7586
C: 0.0984 1.4355 0.9372
O: 0.3471 0.1423 -1.1413
O: -1.1813 -1.4669 -0.8975
O: -0.8765 2.0211 0.2263
O: 0.8821 -1.7903 -0.0594
O: 0.2280 1.5580 2.1432
H: -1.2357 -2.3865 -0.5822
H: -0.7602 1.7639 -0.7053
H: 1.4646 -0.7967 0.5315

=====

# 11
A 2-piece molecular cluster, C2H3NOS overall in a non-equilibrium geometry, computed with ωB97M-V/def2-TZVPD.

For the HOMO energy (spin up / spin down), the calculation gives -10.92 / -10.92 eV. Its LUMO energy (spin up / spin down) is -2.030 / -2.029 eV. The value obtained for the energy relative to the best compared isomer or geometry (same formula, charge and spin) is 3.537 eV. As for the orbital gap (spin up / spin down): 8.8920 / 8.8931 eV. Its max |F| is 4.895 eV/A.

CARTESIAN COORDINATES (ANGSTROEM)
C: 1.8512 -0.9462 0.5620
C: -1.1410 0.0926 0.0131
N: 2.6076 -1.7928 0.5109
O: 0.8073 1.5951 -1.0886
S: 0.4866 1.0603 0.1881
H: -1.6069 0.5745 -0.8926
H: -1.7953 0.4487 0.8314
H: -1.2096 -1.0322 -0.1242

=====

# 12
One molecule with the formula C2H3NOS in a non-equilibrium geometry, computed with ωB97M-V/def2-TZVPD.

For the HOMO energy, the calculation gives -9.35 eV. Its LUMO energy is -1.206 eV. The value obtained for the energy relative to the best compared isomer or geometry (same formula, charge and spin) is 0.453 eV. As for the SMILES: NC(=O)C=S. As for the orbital gap: 8.1457 eV. Its max |F| is 6.621 eV/A.

CARTESIAN COORDINATES (ANGSTROEM)
C: -0.3148 -0.2500 -0.5359
C: -0.7586 0.8337 0.4917
H: 1.4859 -0.3751 0.4932
H: 1.3506 -1.4468 -0.8544
H: -1.8187 1.0137 0.4501
N: 0.9555 -0.6800 -0.2343
O: -1.0783 -0.5189 -1.4758
S: 0.1784 1.4235 1.6654

=====

# 13
A 2-piece molecular cluster, C2H3NOS overall in a non-equilibrium geometry, computed with ωB97M-V/def2-TZVPD.

For the HOMO energy (spin up / spin down), the calculation gives -8.83 / -8.83 eV. Its LUMO energy (spin up / spin down) is -2.273 / -2.272 eV. The value obtained for the energy relative to the best compared isomer or geometry (same formula, charge and spin) is 3.553 eV. As for the orbital gap (spin up / spin down): 6.5616 / 6.5604 eV. Its max |F| is 4.796 eV/A.

CARTESIAN COORDINATES (ANGSTROEM)
C: -0.7769 -0.8501 -0.2992
C: -0.6848 0.3395 0.4345
N: -0.9240 -1.9097 -0.7323
O: -0.8663 1.4452 -0.2288
S: 1.9606 -0.0561 -0.2755
H: -0.2873 0.4045 1.4077
H: -0.6683 1.4338 -1.1143
H: 2.2471 -0.8071 0.8080

=====

# 14
One molecule with the formula C2H3NOS2 in a non-equilibrium geometry, computed with ωB97M-V/def2-TZVPD.

For the HOMO energy, the calculation gives -9.06 eV. Its LUMO energy is -0.128 eV. The value obtained for the energy relative to the best compared isomer or geometry (same formula, charge and spin) is 1.204 eV. As for the SMILES: O=CSNC=S. As for the orbital gap: 8.9275 eV. Its max |F| is 2.233 eV/A.

CARTESIAN COORDINATES (ANGSTROEM)
C: 0.9593 1.1984 -0.3694
C: -1.3567 -1.1076 0.8122
H: 0.1017 1.9110 -0.1544
H: 1.2208 -0.7355 -0.9345
H: -0.4313 -1.3891 1.2704
N: 0.5415 -0.0857 -0.5160
O: -2.4603 -1.1207 1.2704
S: 2.4962 1.7898 -0.5500
S: -1.0711 -0.4606 -0.8287

=====

# 15
A 2-piece molecular cluster, C2H3NOS2 overall in a non-equilibrium geometry, computed with ωB97M-V/def2-TZVPD.

For the HOMO energy (spin up / spin down), the calculation gives -8.38 / -8.38 eV. Its LUMO energy (spin up / spin down) is -0.369 / -0.368 eV. The value obtained for the energy relative to the best compared isomer or geometry (same formula, charge and spin) is 2.363 eV. As for the orbital gap (spin up / spin down): 8.0140 / 8.0153 eV. Its max |F| is 4.836 eV/A.

CARTESIAN COORDINATES (ANGSTROEM)
C: -0.6867 -1.3974 0.4606
C: 0.4595 0.9963 -1.1988
N: -1.1836 -0.5953 1.1467
O: -0.0325 -1.7938 -0.3782
S: 1.6477 0.1506 -0.5195
S: 1.4466 0.3051 1.3395
H: -0.2308 1.4996 -0.5084
H: 0.3538 1.1844 -2.2561
H: -1.7740 -0.3494 1.9142

=====

# 16
One molecule with the formula C2H3NOS2 in a non-equilibrium geometry, computed with ωB97M-V/def2-TZVPD.

For the HOMO energy, the calculation gives -8.92 eV. Its LUMO energy is -0.528 eV. The value obtained for the energy relative to the best compared isomer or geometry (same formula, charge and spin) is 1.138 eV. As for the SMILES: O=C1CSSN1. As for the orbital gap: 8.3952 eV. Its max |F| is 3.700 eV/A.

CARTESIAN COORDINATES (ANGSTROEM)
C: 0.1452 0.6269 -0.4267
C: 0.0379 -0.9310 -0.2958
N: 0.8821 1.2264 0.5225
O: -0.3493 1.1976 -1.3555
S: 1.2347 -1.4564 1.0056
S: 1.2709 0.3345 2.1654
H: -1.1002 -1.1144 -0.0913
H: 0.4173 -1.4572 -1.1248
H: 0.5876 2.1456 0.5199

=====

# 17
One molecule with the formula C2H3NOS2, computed with ωB97M-V/def2-TZVPD.

For the HOMO energy, the calculation gives -9.29 eV. Its LUMO energy is -0.747 eV. The value obtained for the energy relative to the best compared isomer or geometry (same formula, charge and spin) is 2.801 eV. As for the SMILES: O/N=C\SC=S. As for the orbital gap: 8.5449 eV. Its max |F| is 0.819 eV/A.

CARTESIAN COORDINATES (ANGSTROEM)
C: 0.0547 1.0083 0.6615
C: -1.0399 -0.7313 -1.1246
H: 1.7871 -0.4756 0.3450
H: -0.7271 1.7094 0.9629
H: -1.5641 -0.9044 -0.1826
N: 0.8746 0.6550 1.5798
O: 1.8524 -0.2254 1.2863
S: 0.1609 0.5270 -1.0597
S: -1.3987 -1.5628 -2.4687

=====

# 18
One molecule with the formula C2H3NOS2 in a non-equilibrium geometry, computed with ωB97M-V/def2-TZVPD.

For the HOMO energy (spin up / spin down), the calculation gives -8.34 / -8.34 eV. Its LUMO energy (spin up / spin down) is -1.197 / -1.195 eV. The value obtained for the energy relative to the best compared isomer or geometry (same formula, charge and spin) is 3.504 eV. As for the SMILES: [S-][N+]1=CCOS1. As for the orbital gap (spin up / spin down): 7.1420 / 7.1444 eV. Its max |F| is 3.162 eV/A.

CARTESIAN COORDINATES (ANGSTROEM)
C: 0.2793 -0.4941 -0.4824
C: -0.0034 0.9766 -0.4460
N: 0.0114 -1.2041 0.5479
O: -0.9395 1.2215 0.5679
S: 0.0849 -2.7234 0.9327
S: -0.6239 0.3108 1.9096
H: 0.7162 -0.9334 -1.3626
H: 0.9356 1.5319 -0.2861
H: -0.4608 1.3141 -1.3810

=====

# 19
One molecule with the formula C2H3NOS2 in a non-equilibrium geometry, computed with ωB97M-V/def2-TZVPD.

For the HOMO energy, the calculation gives -9.20 eV. Its LUMO energy is -0.253 eV. The value obtained for the energy relative to the best compared isomer or geometry (same formula, charge and spin) is 1.222 eV. As for the SMILES: O=CN(S)C=S. As for the orbital gap: 8.9458 eV. Its max |F| is 2.957 eV/A.

CARTESIAN COORDINATES (ANGSTROEM)
C: -0.3588 1.0685 -0.4119
C: -0.5602 -0.9259 0.8735
H: 1.9140 0.5114 -1.1671
H: -1.1958 1.3586 0.2572
H: -1.4155 -0.2952 1.2371
N: 0.1327 -0.1635 -0.0282
O: 0.1546 1.7585 -1.2492
S: 1.6245 -0.8489 -0.8054
S: -0.2955 -2.4634 1.2939

=====

# 20
C2H3NOS4 as an isolated structure in a non-equilibrium geometry, computed with ωB97M-V/def2-TZVPD.

For the HOMO energy, the calculation gives -8.75 eV. Its LUMO energy is -1.824 eV. The value obtained for the energy relative to the best compared isomer or geometry (same formula, charge and spin) is 1.432 eV. As for the orbital gap: 6.9289 eV. Its max |F| is 4.042 eV/A.

CARTESIAN COORDINATES (ANGSTROEM)
C: 1.8916 0.2260 -1.0124
C: -0.7865 0.3244 0.1091
N: 0.8326 0.6081 -1.6828
O: 2.5844 0.8965 -0.2139
S: -1.4793 1.8167 -0.0396
S: 0.5690 2.1934 -1.6008
S: -2.6505 -1.3078 2.0293
S: -0.9025 -1.1146 0.7610
H: 2.0860 -0.8500 -1.0172
H: 1.8018 2.2189 -0.7638
H: -2.1510 -2.1564 2.9125